[1]
This record from the OMol25 dataset describes a 12-piece molecular cluster, C5H33N2O11 overall in a non-equilibrium geometry. The level of theory is the ωB97M-V functional and the def2-TZVPD basis.

Geometry as XYZ:
```
51
Properties=species:S:1:pos:R:3:forces:R:3:mulliken_charge:R:1
C -2.4556 1.1952 0.5057 -1.57 -0.57 -0.97 -1.338
O 2.7560 -0.0674 3.1231 0.33 -0.88 -0.96 -0.665
C -1.4364 1.1202 -0.3717 -1.30 1.49 1.11 0.339
C -0.0338 1.2735 0.1234 0.38 0.16 0.79 -0.143
C 0.7972 2.3316 -0.6140 2.33 -0.32 -0.36 -0.175
C 1.8681 2.9142 0.3333 -1.15 -0.36 1.30 -0.935
N 2.8189 1.9137 0.7574 0.73 0.04 -0.59 -0.260
N -1.6336 1.2157 -1.7300 1.53 0.02 0.49 -0.490
H -3.4986 1.1191 0.1660 0.45 0.12 -0.24 0.302
H -2.4394 1.3149 1.5568 0.97 0.23 0.61 0.461
H -3.1608 0.2706 2.7995 -0.59 -0.48 0.09 0.353
H 0.4888 0.3146 0.1004 0.08 -0.08 -0.51 -0.053
H -0.0092 1.4902 1.2196 -0.55 0.14 -0.62 0.314
H 0.2826 3.1588 -1.1357 -0.12 -0.78 0.21 0.454
H 1.4970 1.7559 -1.2587 -1.01 0.54 -0.71 0.092
H 2.4028 3.8075 -0.0180 -0.19 -0.44 -0.28 0.373
H 1.2829 3.2200 1.2075 0.05 0.59 0.29 0.307
H 2.6146 1.0630 1.2630 -0.31 0.40 -0.02 0.149
H 3.7799 2.1749 0.7351 0.27 0.00 0.14 0.186
H -2.4335 0.8039 -2.1828 0.01 -0.19 0.28 0.429
H -0.7507 0.9712 -2.1566 -0.39 0.06 -0.62 0.059
H -3.2927 -0.8448 -0.7844 -0.04 -0.35 -0.42 0.347
H -3.3971 -1.2654 -2.2704 0.35 0.09 0.24 0.284
O -3.9242 -1.0963 -1.4773 -0.77 0.47 -0.40 -0.692
H -2.7343 -2.9784 -0.0265 -0.68 0.01 -0.10 0.255
H -1.3778 -2.4358 -0.0114 0.21 0.50 -0.18 0.319
O -2.2906 -2.1433 0.1318 1.26 -0.82 0.77 -0.540
H 0.9120 -2.5672 0.6967 -0.53 -0.32 0.66 0.123
H 1.5455 -2.2773 2.6580 -0.21 0.19 -0.44 0.319
O 1.4815 -2.8628 -0.0061 0.02 0.94 -0.27 -0.683
H 3.3378 0.5931 3.4934 -0.58 0.35 0.44 0.275
H -1.8193 0.3619 3.3216 0.33 -0.33 0.34 0.380
O -2.6204 -0.1529 3.4773 -0.62 1.15 -0.01 -0.696
H -0.4750 -0.4882 -3.1456 -0.83 -2.01 0.53 0.190
H -1.3807 -1.1760 -4.2292 -0.24 -0.20 -0.01 0.200
O -1.4467 -0.9355 -3.2991 0.09 0.77 -0.98 -0.623
H -1.1127 -1.4485 2.2089 -0.96 0.01 0.50 0.375
H 1.8451 -0.0632 3.4238 0.13 0.43 0.54 0.308
O -0.6236 -1.5438 3.0313 1.45 -0.06 -0.59 -0.558
H 0.5729 -3.1826 3.4489 -1.33 -0.10 -0.47 0.325
H -1.1663 -1.6055 3.8143 -0.78 0.11 -0.48 0.226
O 1.4331 -2.8243 3.4239 2.69 -0.70 1.30 -0.610
H 1.8258 -1.9656 -0.2890 0.45 -0.97 -0.12 0.539
H 3.2619 0.0187 -0.8014 -0.41 0.40 -0.09 0.318
O 2.7123 -0.7421 -0.9837 -0.09 -0.62 0.19 -0.821
H 1.9229 -0.5966 -1.6261 0.53 0.44 -0.33 0.344
H 1.0710 -1.5735 -3.0373 -0.03 -0.34 -0.15 0.102
O 0.8750 -0.7012 -2.7050 0.51 1.27 0.24 -0.894
H 1.1059 0.6668 -3.7562 0.60 0.22 -0.19 0.543
H 0.0674 1.0841 -4.6689 -0.11 0.49 -0.43 0.285
O 0.9543 1.3850 -4.4355 -0.38 -0.70 0.48 -0.701
```
Positions in Å, forces in eV/Å.

Computed properties:
Gap between HOMO and LUMO, eV: 7.772
LUMO level, eV: 2.586
Total charge: -1

---

[2]
This record from the OMol25 dataset describes C30H41BF2N8O7PPbS3 as an isolated structure. The level of theory is the ωB97M-V functional and the def2-TZVPD basis.

Geometry as XYZ:
```
94
Properties=species:S:1:pos:R:3:forces:R:3:mulliken_charge:R:1
Pb -1.0130 0.0108 -0.0070 -0.07 0.36 0.31 0.492
C -1.0437 4.3181 -1.2090 0.06 -0.26 0.14 -0.630
C -0.0564 4.8947 -0.1914 0.12 -0.02 -0.02 -1.065
S 0.9153 3.6588 0.7260 -0.23 -0.05 -0.15 0.190
C 0.6818 4.1658 2.4472 -0.15 -0.01 -0.18 -0.831
C -0.7558 4.2651 2.9551 -0.02 -0.23 0.11 -0.893
S -1.7391 2.7414 2.7794 0.19 0.09 -0.08 0.082
C -3.2393 3.4026 2.0194 0.01 -0.17 0.06 -0.488
C -3.1049 4.0423 0.6422 -0.07 -0.20 -0.11 -1.182
S -2.1982 3.0626 -0.5928 0.12 0.31 -0.14 0.224
H -1.6117 5.1408 -1.6500 0.06 0.02 -0.05 0.508
H -0.5097 3.7969 -2.0077 0.02 0.02 0.00 0.137
H 0.6568 5.5338 -0.7161 -0.13 0.09 -0.02 0.564
H -0.5814 5.5107 0.5383 0.07 0.05 0.01 0.392
H 1.2208 3.3919 2.9939 0.03 0.00 0.12 0.290
H 1.1884 5.1181 2.6231 0.01 -0.02 0.05 0.436
H -0.7138 4.5241 4.0157 -0.02 0.11 -0.03 0.523
H -1.2992 5.0577 2.4438 0.05 0.08 0.02 0.335
H -3.8833 2.5260 1.9443 0.03 0.01 0.01 -0.120
H -3.6937 4.1185 2.7091 -0.07 0.00 -0.04 0.657
H -4.1124 4.1926 0.2493 -0.02 0.12 0.08 0.570
H -2.6284 5.0201 0.7078 -0.01 0.02 -0.02 0.470
O -3.3717 0.6380 0.6389 0.17 -0.02 0.06 -0.190
C -4.3709 -0.1650 0.6369 -0.08 0.02 0.02 -0.145
C -5.6150 0.2318 0.0703 -0.04 -0.03 -0.06 -0.504
C -6.7103 -0.5964 0.0465 -0.01 -0.02 0.01 -0.517
C -6.6548 -1.8807 0.5967 -0.04 -0.02 0.01 -0.895
C -5.4754 -2.2881 1.1833 0.02 -0.02 -0.02 -0.739
C -4.3458 -1.4670 1.2240 -0.04 -0.01 -0.01 0.582
C -3.1696 -1.9064 1.9611 -0.03 0.07 0.03 -0.101
N -1.9098 -1.5726 1.7606 -0.02 -0.14 -0.05 0.767
C -1.1706 -2.1591 2.7579 -0.02 -0.01 -0.03 -0.583
C -1.9857 -2.8744 3.5739 0.03 -0.01 0.01 -1.298
N -3.2511 -2.7073 3.0581 -0.03 -0.09 0.02 -0.055
H -5.6568 1.2213 -0.3675 0.02 0.03 -0.02 0.400
H -7.6297 -0.2494 -0.4110 -0.01 0.00 -0.02 0.393
H -7.5087 -2.5429 0.5520 -0.01 -0.01 0.01 0.358
H -5.4130 -3.2881 1.6024 0.00 -0.03 -0.01 0.412
H -0.1074 -2.0059 2.8219 0.01 -0.14 -0.03 0.660
H -1.7927 -3.4624 4.4515 0.01 -0.03 0.04 0.465
H -4.1054 -3.0740 3.4375 0.00 0.07 0.01 0.217
O 0.6708 2.1065 -3.2266 -0.07 0.25 -0.11 -0.820
C 0.9809 0.9545 -2.9298 0.23 0.13 -0.26 -0.308
O 0.9016 0.3713 -1.8184 0.09 -0.16 0.35 -0.099
C 1.5348 0.0127 -3.9923 -0.14 -0.33 0.06 -0.039
C 0.7090 -0.4222 -5.0199 0.06 0.10 -0.12 -0.167
C 1.0942 -1.5165 -5.7802 0.09 0.05 0.15 -0.130
C 2.2704 -2.2014 -5.5569 0.02 -0.05 -0.04 -0.835
C 3.0997 -1.6999 -4.5705 -0.14 0.08 0.00 0.219
C 2.7647 -0.6107 -3.7893 0.03 0.09 -0.05 -0.365
N 4.3603 -2.4053 -4.3024 0.06 0.04 -0.03 1.091
O 4.4222 -3.5799 -4.6131 0.04 -0.02 -0.04 -0.633
O 5.2596 -1.7754 -3.7860 -0.01 -0.03 0.05 -0.610
N 0.2038 -1.9978 -6.8480 0.01 0.03 -0.02 1.042
O 0.4404 -3.0885 -7.3301 0.01 -0.05 -0.05 -0.632
O -0.7063 -1.2735 -7.1891 -0.06 0.01 -0.02 -0.611
H -0.2336 0.0706 -5.2137 -0.03 -0.04 0.05 0.560
H 2.5337 -3.0775 -6.1283 -0.01 0.01 0.02 0.566
H 3.4384 -0.2573 -3.0173 -0.05 -0.05 0.04 0.837
N 4.7027 -0.0238 2.0506 0.02 0.04 -0.21 -0.275
C 3.8669 -0.1246 3.1162 0.04 -0.14 0.00 0.496
C 4.3402 -0.3095 4.4302 0.05 0.03 -0.01 -0.861
C 3.4257 -0.4702 5.4441 0.02 -0.02 0.02 -0.233
C 2.0640 -0.4466 5.1553 -0.05 -0.04 0.00 -1.185
C 1.6994 -0.2540 3.8350 0.07 0.11 0.10 -0.536
N 2.5616 -0.0914 2.8368 -0.12 0.00 -0.09 0.164
H 5.6831 0.1165 2.2138 -0.03 0.02 0.00 0.229
H 4.2920 0.3208 1.1690 0.17 0.00 0.15 0.372
H 5.4053 -0.3295 4.6240 0.00 0.00 0.00 0.351
H 3.7677 -0.6200 6.4613 0.01 0.01 0.00 0.371
H 1.3150 -0.5799 5.9221 -0.02 0.02 0.01 0.460
H 0.6576 -0.2223 3.5493 -0.15 0.11 0.03 0.956
F -2.5173 -0.6306 -2.9953 0.01 0.13 -0.08 -0.196
B -2.1796 -1.1783 -1.8230 0.13 -0.09 0.17 0.454
F -2.5055 -2.4840 -1.7688 -0.07 -0.07 0.05 -0.171
N 3.7713 2.0178 -1.3179 -0.11 -0.03 -0.33 -0.572
N 3.2780 1.2909 -0.1767 -0.03 0.45 0.28 -0.533
H 4.4656 2.6777 -0.9861 0.00 -0.12 -0.03 0.303
H 3.0108 2.5621 -1.7271 0.06 0.03 0.03 0.129
H 2.8283 1.9691 0.4470 -0.04 -0.40 -0.05 0.242
H 2.5108 0.7225 -0.5317 -0.02 -0.02 0.03 -0.076
C 0.6722 -4.0843 0.5655 0.00 0.07 -0.07 -1.502
P 0.8331 -2.4926 -0.3495 0.07 -0.27 -0.11 1.161
C 0.6467 -3.1556 -2.0539 -0.03 0.12 0.03 -1.143
C 2.6552 -2.3005 -0.2771 -0.09 0.07 0.04 -1.157
H 1.2973 -4.8497 0.1004 0.01 -0.04 0.01 0.483
H -0.3683 -4.4081 0.5444 -0.03 -0.01 0.02 0.316
H 0.9720 -3.9662 1.6061 0.00 0.03 0.02 0.390
H 1.4721 -3.8262 -2.3037 0.01 -0.03 -0.02 0.463
H 0.6183 -2.3303 -2.7665 0.03 0.00 0.00 -0.184
H -0.2966 -3.6962 -2.1227 -0.02 0.01 -0.02 0.499
H 3.1498 -3.1899 -0.6731 0.03 -0.02 0.00 0.513
H 2.9670 -2.1376 0.7547 0.02 0.05 0.02 0.315
H 2.9583 -1.4302 -0.8564 0.01 0.01 -0.04 0.004
```
Positions in Å, forces in eV/Å.

Computed properties:
Gap between HOMO and LUMO, eV: 6.415
LUMO level, eV: 1.630
Total charge: -1

---

[3]
This record from the OMol25 dataset describes C49H59GeI2NO4SeSn as an isolated structure. The level of theory is the ωB97M-V functional and the def2-TZVPD basis.

Geometry as XYZ:
```
118
Properties=species:S:1:pos:R:3:forces:R:3:mulliken_charge:R:1
Sn -0.2389 0.0987 0.8362 -0.07 0.04 0.00 1.905
C 7.0298 -1.2781 2.6200 0.00 0.00 -0.01 -1.733
C 6.2181 -1.6567 1.3733 0.00 0.00 0.00 2.227
C 7.0301 -1.3041 0.1187 0.00 0.00 0.00 -1.629
C 6.0091 -3.1718 1.3863 0.00 0.00 0.00 -2.016
C 4.8951 -0.8878 1.3628 0.01 0.00 0.01 -0.397
C 3.6650 -1.5356 1.3520 0.02 -0.01 -0.02 0.121
C 2.4769 -0.8119 1.3151 -0.04 0.03 -0.02 -0.576
N 1.1999 -1.3603 1.3242 0.09 0.01 0.01 -0.254
C 0.9436 -2.6495 0.8488 -0.03 -0.02 0.00 -0.224
C 1.6093 -3.1842 -0.2562 0.01 0.02 0.01 -0.373
C 1.3120 -4.4442 -0.7335 0.00 -0.01 -0.01 -0.235
C 0.3319 -5.1830 -0.0680 0.00 0.01 0.00 -0.372
C -0.3914 -4.6830 1.0091 0.00 -0.01 -0.02 -0.430
C -0.0947 -3.3798 1.4404 0.01 0.03 0.02 0.138
O -0.7666 -2.8160 2.4998 0.00 -0.01 0.00 -0.873
C -1.4534 -5.5374 1.7099 -0.01 0.00 0.00 2.509
C -1.5434 -6.9450 1.1112 0.00 0.00 0.01 -2.297
C -2.8413 -4.8981 1.5713 -0.01 0.00 0.00 -1.667
C -1.0967 -5.6966 3.1956 0.00 0.00 0.00 -1.737
C 1.9836 -5.0232 -1.9783 0.00 0.00 0.00 2.227
C 0.9179 -5.2739 -3.0548 0.00 0.00 0.01 -1.729
C 3.0305 -4.0724 -2.5604 0.00 0.00 0.01 -1.955
C 2.6782 -6.3453 -1.6246 0.00 0.00 0.00 -1.702
C 2.5213 0.6004 1.3266 -0.02 -0.02 -0.02 0.777
O 1.3506 1.2630 1.3286 -0.01 0.00 0.01 -1.116
C 3.7468 1.2718 1.3236 -0.02 0.01 0.00 -0.752
C 4.9122 0.5038 1.3443 0.02 -0.02 0.00 0.025
C 3.7789 2.8010 1.2751 -0.01 0.00 0.01 2.659
C 3.0855 3.3800 2.5178 0.00 0.00 0.00 -1.682
C 3.0676 3.2977 0.0065 0.00 0.01 -0.02 -1.613
C 5.2097 3.3453 1.2480 0.00 0.00 0.00 -2.440
H 7.9837 -1.8151 2.6361 0.00 0.00 0.00 0.454
H 7.2397 -0.2081 2.6441 0.00 0.00 0.00 0.304
H 6.4746 -1.5294 3.5259 0.00 0.00 0.00 0.360
H 7.9800 -1.8480 0.1102 0.01 0.00 0.00 0.473
H 6.4718 -1.5671 -0.7818 0.00 0.00 0.00 0.321
H 7.2479 -0.2364 0.0738 0.00 0.00 0.00 0.297
H 6.9800 -3.6747 1.3890 0.00 0.00 0.00 0.459
H 5.4589 -3.4935 2.2724 0.00 0.00 0.00 0.389
H 5.4579 -3.5071 0.5057 0.00 0.00 0.00 0.194
H 3.6027 -2.6143 1.3642 0.00 0.00 0.00 0.774
H 2.3437 -2.5588 -0.7427 0.01 0.00 0.00 0.830
H 0.1104 -6.1768 -0.4292 0.00 0.00 0.00 0.377
H -1.8482 -6.9224 0.0633 0.00 0.00 0.00 0.385
H -0.5943 -7.4802 1.1848 0.00 0.00 0.00 0.410
H -2.2943 -7.5142 1.6646 0.00 0.00 0.00 0.458
H -3.0957 -4.7613 0.5183 0.00 0.00 0.00 0.286
H -3.5947 -5.5489 2.0267 0.00 0.00 0.00 0.478
H -2.8906 -3.9267 2.0552 0.00 -0.01 0.00 0.234
H -0.1267 -6.1890 3.3006 0.00 0.00 0.00 0.340
H -1.0488 -4.7312 3.6941 0.00 0.00 0.00 0.318
H -1.8498 -6.3145 3.6944 0.00 0.00 0.01 0.464
H 0.4145 -4.3437 -3.3224 0.00 0.01 -0.01 0.405
H 1.3794 -5.6852 -3.9568 0.00 0.00 -0.01 0.469
H 0.1613 -5.9796 -2.7068 0.00 -0.01 0.00 0.282
H 2.5830 -3.1292 -2.8766 -0.01 0.00 -0.01 0.406
H 3.8213 -3.8545 -1.8382 0.00 0.00 0.00 0.183
H 3.4912 -4.5332 -3.4374 0.00 0.00 0.00 0.481
H 1.9708 -7.0803 -1.2372 -0.01 0.00 0.00 0.280
H 3.1553 -6.7701 -2.5124 0.00 0.00 -0.01 0.481
H 3.4461 -6.1843 -0.8642 0.00 0.00 0.00 0.297
H 5.8683 1.0090 1.3347 0.01 0.00 0.00 0.409
H 2.0515 3.0468 2.5752 0.00 0.00 0.00 0.228
H 3.6053 3.0630 3.4261 0.00 0.00 0.00 0.327
H 3.1014 4.4738 2.4773 0.00 0.01 0.00 0.445
H 2.0252 2.9874 -0.0195 0.00 0.01 0.00 0.203
H 3.1060 4.3910 -0.0356 0.00 0.00 0.00 0.432
H 3.5640 2.9053 -0.8841 0.01 0.00 0.00 0.281
H 5.7727 3.0569 2.1391 0.00 0.00 0.01 0.403
H 5.7553 3.0007 0.3669 0.00 0.00 0.00 0.395
H 5.1728 4.4370 1.2128 0.00 0.00 0.00 0.473
Se -1.9129 -1.4127 2.1189 -0.01 0.03 0.02 -0.208
I -0.5201 -0.2361 -1.8100 0.01 0.03 0.05 -0.379
I -0.8127 -0.5108 -5.5962 0.01 -0.02 -0.08 -0.876
O -0.7579 2.9536 -0.1851 0.02 0.01 -0.05 -0.551
C -1.3306 2.8140 0.8823 0.00 -0.01 0.04 0.661
O -1.3838 1.6996 1.5538 0.01 -0.10 0.04 -0.793
C -2.0381 3.9853 1.5420 0.00 0.00 -0.05 -0.593
C -2.4658 5.0311 0.5141 0.02 0.01 0.00 -1.137
Ge -3.7666 4.3145 -0.7879 -0.02 0.00 0.07 1.526
C -5.4252 5.3824 -0.7349 0.00 -0.02 -0.04 -0.373
C -5.5725 6.5735 -0.0306 0.02 0.02 -0.02 -0.488
C -6.7796 7.2657 -0.0248 0.02 0.01 0.01 -0.533
C -7.8650 6.7725 -0.7307 -0.02 -0.01 -0.02 -0.389
C -7.7377 5.5859 -1.4432 -0.02 0.02 0.01 -0.738
C -6.5315 4.9029 -1.4412 -0.02 -0.02 0.02 -0.038
C -3.1729 4.2701 -2.6413 -0.02 0.02 -0.01 0.070
C -3.8140 5.0480 -3.6063 -0.02 -0.02 -0.01 -0.441
C -3.4690 4.9380 -4.9476 0.00 0.01 0.01 -0.609
C -2.4942 4.0319 -5.3418 0.02 -0.01 -0.02 -0.477
C -1.8402 3.2564 -4.3944 -0.01 0.00 0.02 -0.917
C -2.1669 3.3914 -3.0512 0.04 0.01 -0.02 0.251
C -4.3196 2.5384 -0.1766 -0.01 0.03 0.01 -0.185
C -3.8983 1.3647 -0.7948 -0.01 -0.02 0.00 -0.245
C -4.1982 0.1230 -0.2465 0.00 0.01 -0.01 -0.756
C -4.9364 0.0413 0.9250 0.00 0.01 0.00 -0.445
C -5.3872 1.2029 1.5400 0.00 -0.01 0.00 -0.632
C -5.0794 2.4385 0.9912 0.00 0.00 -0.01 -0.188
H -1.3231 4.4085 2.2559 0.00 0.00 0.01 0.482
H -2.8780 3.6016 2.1204 0.01 -0.01 0.02 0.219
H -1.5939 5.3564 -0.0537 0.00 0.01 0.00 0.372
H -2.8801 5.9054 1.0214 -0.02 0.00 -0.02 0.586
H -4.7348 6.9797 0.5242 0.01 0.00 0.01 0.204
H -6.8692 8.1910 0.5324 0.00 0.00 0.00 0.377
H -8.8070 7.3079 -0.7275 0.00 0.00 0.00 0.351
H -8.5807 5.1923 -1.9984 0.00 0.00 0.00 0.377
H -6.4461 3.9749 -1.9975 -0.01 0.00 0.01 0.437
H -4.6021 5.7353 -3.3160 0.02 0.00 -0.01 0.293
H -3.9781 5.5472 -5.6863 0.00 0.00 0.00 0.385
H -2.2479 3.9146 -6.3902 0.00 0.00 0.00 0.384
H -1.1072 2.5172 -4.6976 -0.01 0.01 -0.01 0.345
H -1.6251 2.8004 -2.3244 0.00 -0.03 0.04 0.176
H -3.3106 1.4011 -1.7025 0.02 0.01 -0.02 0.534
H -3.8287 -0.7745 -0.7260 0.01 -0.01 0.00 0.444
H -5.1461 -0.9266 1.3632 -0.01 0.00 0.00 0.496
H -5.9641 1.1444 2.4556 0.00 0.00 0.00 0.364
H -5.4314 3.3404 1.4846 0.00 0.00 0.01 0.384
```
Positions in Å, forces in eV/Å.

Computed properties:
Gap between HOMO and LUMO, eV: 5.757
LUMO level, eV: 3.743
Total charge: -2

---

Going through the records in order, we get relative energy (zero: lowest compared OMol25 entry of this formula, charge and spin) values of 80.7, 5.0, 10.8 kcal per mole.
Going through the records in order, we get HOMO values of -5.186, -4.784, -2.014 eV.